Here is C44H29F9N4PRu as an isolated structure in a non-equilibrium geometry from OMol25. Energies are from ωB97M-V with the def2-TZVPD basis set.

Structure (XYZ):
```
88
Properties=species:S:1:pos:R:3:mulliken_charge:R:1
Ru 0.55276 1.21535 0.07327 -1.07
C -2.35799 1.89023 3.36165 -1.58
C -1.20838 1.50888 2.66557 0.48
N -0.95597 1.84975 1.41592 0.27
C -1.90004 2.59166 0.75310 -0.22
C -3.10545 2.98564 1.36288 1.12
C -3.30682 2.63390 2.71277 -0.61
C -4.07911 3.65514 0.58352 -0.96
C -3.86246 3.84895 -0.74645 -1.26
C -2.66108 3.43854 -1.36609 -0.74
C -1.65776 2.86263 -0.62726 0.59
N -0.40745 2.38018 -1.07662 0.91
C 0.17934 2.62536 -2.34268 0.39
C -0.12683 3.61406 -3.24800 -0.88
C 0.57197 3.70358 -4.47207 -1.11
C 1.57569 2.83747 -4.79393 -1.00
C 1.97872 1.85548 -3.85892 0.87
C 3.04976 0.96069 -4.06959 -0.99
C 3.41512 0.09169 -3.07373 -1.22
C 2.72561 0.12620 -1.85638 -0.53
N 1.71057 0.93976 -1.63105 1.17
C 1.30256 1.78307 -2.62893 0.19
H -2.48604 1.57877 4.38825 0.50
H -0.48829 0.87053 3.15204 0.41
H -4.21608 2.93775 3.21594 0.53
H -4.99731 3.98177 1.05306 0.48
H -4.61948 4.32332 -1.35548 0.44
H -2.56953 3.56543 -2.43019 0.68
H -0.88476 4.34876 -3.04090 0.82
H 0.28843 4.48352 -5.16534 0.43
H 2.08809 2.90619 -5.74420 0.49
H 3.57743 0.97559 -5.01478 0.51
H 4.23346 -0.60184 -3.20198 0.52
H 3.02451 -0.51007 -1.03243 0.69
C 4.48032 2.24030 2.87670 -0.27
C 3.34869 1.70612 3.47116 -1.36
C 2.26961 1.37814 2.67726 0.06
N 2.26399 1.53072 1.34153 0.57
C 3.36023 2.07845 0.77978 -0.20
C 4.47579 2.44114 1.50705 -1.01
H 5.34138 2.51114 3.47246 0.46
H 3.29519 1.55310 4.53949 0.50
H 1.37312 0.98326 3.11871 0.44
H 3.32570 2.24206 -0.28556 0.61
H 5.32398 2.87721 0.99947 0.48
F -0.21395 -4.80305 -5.23601 -0.25
C -1.13498 -3.85209 -5.02931 0.69
F -2.33094 -4.45097 -4.97256 -0.24
F -1.13105 -3.03647 -6.08895 -0.28
C -0.85024 -3.10635 -3.74627 0.25
C -0.77497 -1.72461 -3.73150 -0.78
C -0.51125 -1.06511 -2.53940 -0.22
C -0.32146 -1.78716 -1.36971 0.08
C -0.43299 -3.18154 -1.38781 -0.63
C -0.68813 -3.84024 -2.57461 -1.22
P -0.11344 -0.96009 0.22762 3.81
C -1.72093 -1.18642 1.02999 0.59
C -2.77316 -0.42502 0.52523 -0.59
C -4.03204 -0.51788 1.09117 -1.02
C -4.23686 -1.37458 2.16136 0.21
C -3.21091 -2.17403 2.63901 -1.27
C -1.94815 -2.08812 2.07074 -0.62
C -5.57768 -1.43796 2.85398 0.75
F -5.46598 -0.96484 4.10860 -0.25
F -6.02455 -2.69400 2.93432 -0.25
F -6.50107 -0.70566 2.22404 -0.28
C 1.17319 -1.85422 1.14049 0.65
C 2.13097 -2.60837 0.46279 -1.41
C 3.19621 -3.16929 1.15146 -0.92
C 3.30384 -2.98322 2.51927 0.06
C 2.34098 -2.26086 3.21275 -1.18
C 1.28397 -1.69635 2.52435 -0.52
C 4.45106 -3.59341 3.29080 0.69
F 4.92297 -2.72257 4.19829 -0.25
F 5.46054 -3.93464 2.48597 -0.26
F 4.05329 -4.68722 3.94818 -0.24
H -0.92056 -1.16452 -4.64457 0.61
H -0.46518 0.01954 -2.53189 0.09
H -0.32582 -3.75609 -0.47559 0.55
H -0.76700 -4.91923 -2.59499 0.45
H -2.61098 0.24872 -0.31031 0.63
H -4.85113 0.07307 0.70544 0.58
H -3.39824 -2.86397 3.45161 0.50
H -1.16063 -2.73037 2.43557 0.58
H 2.04240 -2.77438 -0.60257 0.57
H 3.93867 -3.75347 0.62541 0.52
H 2.42387 -2.14270 4.28521 0.53
H 0.53109 -1.14984 3.07342 0.71
```

## Properties
HOMO energy (spin up / spin down): -13.3 / -13.6 eV
LUMO energy (spin up / spin down): -6.81 / -7.15 eV
relative energy (zero: lowest compared OMol25 entry of this formula, charge and spin): 0.0 kcal/mol
<S²>: 0.7573
charge: +2
multiplicity: 2